Computed, not measured: a structure of composition C43H63GeN4P3STeZr, with the ωB97M-V functional and the def2-TZVPD basis.

Its total charge is +3. The HOMO-LUMO gap (spin up / spin down) comes out at 5.14 / 4.05 eV. Its HOMO energy (spin up / spin down) is -14.49 / -14.38 eV. The calculation puts the energy relative to the best compared isomer or geometry (same formula, charge and spin) at 0.0 kcal per mole. As for the spin multiplicity: 2. For the LUMO energy (spin up / spin down), the calculation gives -9.3 / -10.3 eV. The expectation value of S² is 0.779.

Element x y z (Å)
Zr: -0.290016 -1.001191 1.280668
C: -2.955474 -3.358346 -2.462238
C: -2.372389 -3.096605 -1.067418
C: -3.458756 -2.529573 -0.150716
P: -0.886550 -2.005946 -1.087900
C: -1.398466 -0.709829 -2.286712
N: -0.797270 0.591890 -2.064863
Ge: 0.105983 1.052592 -0.469957
N: 2.053425 1.030300 -0.909291
C: 2.925851 -0.052887 -0.476517
P: 2.383155 -1.007733 1.008674
C: 3.578706 -2.410533 0.992172
C: 3.777939 -2.952394 2.409804
C: 4.915334 -2.084409 0.322658
C: 2.785692 0.028577 2.487892
C: 1.481538 0.630709 3.022396
C: 3.839846 1.108473 2.259506
C: 2.457494 1.744058 -1.965911
C: 3.696202 1.559648 -2.643003
C: 3.969459 2.296554 -3.761918
C: 3.016600 3.203454 -4.272610
C: 1.800056 3.399176 -3.623749
C: 1.540893 2.716741 -2.462471
N: 0.340036 2.908051 -1.665011
C: -0.867673 2.929151 -2.505635
C: -1.423735 4.075054 -3.050094
C: -2.485315 3.954869 -3.930739
C: -2.961878 2.687844 -4.254073
C: -2.422892 1.543370 -3.674898
C: -1.369553 1.652364 -2.765310
C: 0.451081 4.028613 -0.741050
C: 1.052830 5.236073 -1.019332
C: 1.047946 6.243607 -0.056590
C: 0.452008 6.028575 1.195255
C: -0.127130 4.819412 1.492471
C: -0.141802 3.784669 0.523846
N: -0.677963 2.557599 0.712303
C: -1.353432 2.366004 1.994272
P: -2.174168 0.723503 2.191171
C: -2.606424 0.588009 3.992812
C: -2.205688 1.804067 4.823707
C: -2.065399 -0.712075 4.595017
C: -3.799074 0.940873 1.338084
C: -4.645016 2.063245 1.942019
C: -3.602910 1.159430 -0.164607
C: 0.562918 -2.927700 -1.796239
C: 0.281559 -4.415361 -2.013073
C: 1.112476 -2.257721 -3.058163
H: -3.662668 -4.189301 -2.407901
H: -2.200286 -3.621240 -3.203490
H: -3.507125 -2.490066 -2.832068
H: -2.004704 -4.030959 -0.647022
H: -3.981517 -1.696661 -0.631174
H: -3.074096 -2.200271 0.808261
H: -4.204002 -3.301282 0.062166
H: -2.486861 -0.666783 -2.211453
H: -1.172082 -1.067459 -3.290883
H: 3.928200 0.318535 -0.282381
H: 3.007637 -0.794313 -1.273931
H: 3.072493 -3.176804 0.410186
H: 4.439668 -2.304711 2.990529
H: 4.254234 -3.932428 2.347743
H: 2.838556 -3.083082 2.953596
H: 5.450923 -1.281490 0.839319
H: 4.822817 -1.830239 -0.736963
H: 5.543442 -2.976966 0.378946
H: 3.151409 -0.674433 3.228428
H: 1.117481 1.408286 2.344669
H: 1.632751 1.086885 3.999946
H: 0.714912 -0.144257 3.190028
H: 3.523836 1.828754 1.497772
H: 4.803275 0.684072 1.964767
H: 4.005170 1.662837 3.187568
H: 4.417172 0.828884 -2.302436
H: 4.919046 2.165049 -4.268721
H: 3.229393 3.755335 -5.181538
H: 1.062639 4.071746 -4.044014
H: -1.040480 5.057464 -2.790240
H: -2.927342 4.840175 -4.371834
H: -3.773759 2.586999 -4.966782
H: -2.833158 0.574151 -3.933061
H: 1.526055 5.415409 -1.976448
H: 1.504347 7.199707 -0.284060
H: 0.452540 6.818669 1.938649
H: -0.565353 4.667586 2.469580
H: -2.124063 3.128652 2.104292
H: -0.674684 2.492465 2.835808
H: -3.692055 0.513602 3.986302
H: -1.118661 1.907138 4.899673
H: -2.586602 1.672352 5.837966
H: -2.623993 2.738071 4.438901
H: -0.973692 -0.737544 4.600899
H: -2.441823 -1.590270 4.069767
H: -2.384721 -0.805114 5.636406
H: -4.306840 -0.010019 1.504359
H: -4.214978 3.049985 1.746789
H: -4.809196 1.958742 3.014938
H: -5.628337 2.047656 1.464126
H: -3.174589 2.147764 -0.368802
H: -4.565549 1.107677 -0.679407
H: -2.943918 0.413875 -0.599491
H: 1.312447 -2.846167 -1.011828
H: -0.475604 -4.572871 -2.781244
H: -0.027850 -4.922802 -1.100668
H: 1.200967 -4.896135 -2.359650
H: 0.454281 -2.422597 -3.915501
H: 2.076279 -2.710109 -3.306939
H: 1.260889 -1.178173 -2.941661
Te: -0.441755 -3.500566 2.541994
C: 0.268536 -5.243051 1.654432
C: -0.453785 -6.398068 1.575532
C: 0.303758 -7.479628 1.032617
C: 1.583164 -7.126014 0.743222
S: 1.881742 -5.485442 1.127263
H: -1.492010 -6.479667 1.880706
H: -0.089481 -8.477483 0.877864
H: 2.377483 -7.738303 0.330933

Force components x, y, z for each atom (eV/Å):
Zr -0.1154 -1.8802 1.2503
C 0.0238 -0.0294 -0.0858
C -0.1390 0.0615 -0.0603
C -0.2580 -0.1017 -0.3324
P -0.3308 -0.0943 -0.4013
C 0.2006 0.3313 0.1776
N -0.1781 -0.0376 0.1339
Ge 1.5444 -0.2063 -1.2779
N -1.4393 -1.2447 2.5653
C -0.8166 0.3041 -0.1085
P 0.4975 0.8345 -0.3860
C -0.1271 -0.0883 0.2116
C 0.1421 -0.1087 -0.0292
C 0.1500 -0.0144 -0.0243
C -0.1292 0.1894 -0.0680
C 0.3783 0.1865 -0.2826
C 0.0722 0.0915 0.0362
C 0.3522 1.3422 -1.8309
C -0.9389 -0.1658 0.7580
C -0.5600 0.9322 -0.7985
C 0.3663 -0.2076 0.0409
C 0.4975 0.1235 -0.5103
C 0.9817 -0.9355 0.4755
N -0.1494 0.6256 0.0362
C 0.1468 0.0499 0.2826
C 0.2029 -0.0313 0.2611
C -0.2094 -0.1635 -0.1456
C -0.0037 0.0975 -0.0124
C -0.0633 0.0120 0.0467
C -0.2381 0.1704 -0.2463
C 0.0965 -0.3931 -0.7591
C 0.0769 -0.1308 -0.1174
C 0.0294 -0.0618 -0.1197
C -0.1643 -0.1737 0.3050
C 0.0245 0.4732 0.1640
C -0.4051 -0.5029 0.2293
N 0.4153 0.7508 0.2712
C -0.2004 -0.1872 -0.2404
P -0.3217 0.7263 0.0498
C 0.2208 -0.1696 0.0953
C -0.0057 0.0980 0.0486
C -0.0836 0.0628 0.0459
C 0.0594 0.0415 -0.2282
C -0.0478 0.0488 0.0386
C -0.0696 0.1882 0.1254
C -0.0145 0.0571 -0.1134
C 0.0845 -0.0722 -0.1015
C 0.0600 0.0256 -0.0587
H 0.0392 0.0617 0.0153
H -0.0797 0.0202 0.0329
H 0.0449 -0.0803 0.0330
H 0.0536 -0.1160 0.1002
H 0.0550 -0.0541 0.0628
H 0.1668 0.0936 0.3785
H 0.0505 0.0840 -0.0564
H -0.1482 0.0108 -0.0028
H 0.0043 -0.0546 -0.1168
H 0.1725 0.0329 0.1188
H 0.1313 -0.2138 -0.1421
H -0.0444 -0.1409 -0.1616
H -0.0452 -0.0681 -0.0320
H -0.0038 0.0721 0.0355
H 0.0271 0.0174 -0.0073
H -0.0695 -0.0970 -0.0700
H 0.0136 -0.0355 0.1958
H -0.0241 0.0676 0.0194
H 0.0382 -0.1417 0.1567
H -0.0495 -0.0120 -0.0137
H -0.1096 0.0267 0.0880
H -0.0891 -0.0871 0.3292
H 0.0207 -0.0886 0.0250
H -0.1348 0.0513 0.0119
H -0.0059 -0.0562 -0.0445
H -0.0570 0.0437 0.0592
H -0.1187 0.0467 -0.0153
H -0.0153 -0.0866 0.1059
H 0.0436 0.0376 0.0023
H 0.0222 -0.1216 -0.0513
H 0.0338 -0.0964 0.0254
H 0.0821 0.0043 0.0849
H 0.0407 0.1065 -0.0420
H -0.0292 -0.0938 0.0261
H -0.0399 -0.0556 0.0262
H 0.0233 -0.0752 -0.0966
H 0.0326 0.0421 -0.0632
H -0.0720 0.0522 0.0148
H 0.1500 0.0163 0.0379
H -0.1324 0.0131 -0.0244
H -0.0751 -0.0175 0.0199
H 0.0265 0.0198 -0.0350
H 0.0373 -0.0852 0.0436
H 0.1113 0.0001 0.0111
H -0.0114 -0.0625 -0.0456
H 0.0238 0.0249 -0.0900
H -0.0778 -0.1521 0.0090
H -0.0377 -0.0935 0.0018
H -0.0048 0.0237 -0.0592
H 0.0895 0.0046 0.0400
H -0.0481 -0.1119 0.0047
H 0.0664 0.0189 0.0538
H 0.0532 -0.0686 -0.0486
H 0.2434 -0.0377 0.1709
H 0.0899 -0.0252 0.0489
H -0.0060 -0.0190 0.0280
H -0.0750 0.0587 0.0492
H 0.0493 0.0110 0.0756
H -0.0732 0.0394 0.0218
H -0.0144 -0.0822 -0.0078
Te 0.1616 0.6308 -0.6554
C 0.0234 -0.0685 0.0940
C -0.2138 -0.2102 -0.1400
C -0.2065 0.0139 0.0471
C 0.1102 0.0146 -0.0591
S 0.1377 0.0338 -0.0592
H 0.1544 -0.0402 -0.0004
H 0.0296 0.1356 0.0318
H -0.1558 0.0952 0.0933

---

Computed, not measured: a cluster of 4 separate species, C3H13NO3 in total, with the ωB97M-V functional and the def2-TZVPD basis.

Its total charge is 0. The HOMO-LUMO gap comes out at 8.43 eV. The SMILES is C/C=C/N.O.O.O. Its HOMO energy is -7.80 eV. The calculation puts the energy relative to the best compared isomer or geometry (same formula, charge and spin) at 27.9 kcal per mole. For the LUMO energy, the calculation gives 0.6 eV.

Element x y z (Å)
C: -0.365632 -2.423154 0.698608
C: 0.165133 -1.251586 -0.055402
C: 1.373323 -1.229882 -0.611014
N: 1.785188 -0.288296 -1.538559
H: -0.430610 -3.288551 0.052236
H: 0.255950 -2.477778 1.594378
H: -1.365586 -2.367940 1.158281
H: -0.480365 -0.396567 -0.068679
H: 2.115886 -2.002843 -0.411777
H: 2.425929 -0.703667 -2.209290
H: 1.021630 0.247440 -1.927558
O: -0.761664 1.813262 -1.199149
H: -1.509647 1.292165 -0.784037
H: -0.885775 2.595235 -0.649602
O: 0.916166 1.602260 1.676072
H: 0.993867 1.182993 0.805149
H: 1.785816 2.012447 1.722196
O: -2.464928 0.839564 0.623296
H: -2.306219 -0.048408 0.968093
H: -2.433719 1.343820 1.446182

Force components x, y, z for each atom (eV/Å):
C -0.0153 0.1592 1.2079
C -0.4786 0.0341 0.3466
C -0.5238 -0.3772 -0.2403
N 0.7993 0.2054 0.0461
H 0.4813 -0.5191 0.2865
H 0.2378 -1.1129 -0.0777
H 0.0370 0.6722 -0.5348
H -0.0380 0.3943 -0.7687
H -0.2871 -0.1112 -0.0944
H -0.3383 0.5718 0.0581
H 0.1751 0.0503 -0.1889
O -1.2201 -0.4903 0.6283
H 1.0995 0.3648 -0.7602
H 0.5356 0.3579 -0.2122
O 0.3891 -0.0154 -0.4999
H -0.4659 -0.1660 0.0638
H -0.0044 0.2031 0.4100
O -0.3950 -0.4216 0.8981
H -0.0289 -0.1826 -0.3530
H 0.0407 0.3830 -0.2153

---

Computed, not measured: a structure of composition C15H22Cl3MoN4O10SbSe2, with the ωB97M-V functional and the def2-TZVPD basis.

Its total charge is 0. The HOMO-LUMO gap (spin up / spin down) comes out at 6.22 / 6.74 eV. Its HOMO energy (spin up / spin down) is -8.33 / -8.37 eV. As for the spin multiplicity: 3. For the LUMO energy (spin up / spin down), the calculation gives -2.1 / -1.6 eV. The expectation value of S² is 2.021.

Element x y z (Å)
Mo: 0.786163 0.929639 -0.619401
O: -1.492234 -4.775566 1.391687
C: -0.898718 -3.567376 1.327496
O: -1.439577 -2.600609 0.881789
C: 0.523825 -3.618843 1.871719
O: 1.115805 -2.360979 2.047447
C: 0.454307 -1.476931 2.902892
C: -0.052034 -0.206956 2.203564
O: -0.719228 0.625173 2.785083
O: 0.289908 -0.108347 0.957872
H: -2.364947 -4.674757 0.986165
H: 0.532926 -4.226027 2.784612
H: 1.129262 -4.143681 1.127289
H: -0.399100 -1.926569 3.423419
H: 1.164753 -1.147380 3.666430
Cl: -2.246372 3.393627 -1.861101
C: -2.744197 1.816300 -2.218782
Cl: 0.321438 1.275990 -3.002737
Cl: -3.938650 1.639798 -3.404618
C: -2.099103 0.616271 -1.659856
O: -2.444047 -0.491693 -2.017827
O: -1.215310 0.855701 -0.717547
Se: 2.912660 0.584205 0.965196
C: 4.082260 1.951198 0.546621
N: 4.815140 2.803005 0.287835
C: 3.936097 -0.371972 -2.776743
N: 2.846842 -0.860966 -3.612936
C: 2.833981 -0.831273 -4.984659
C: 1.636429 -1.320212 -5.385722
N: 0.929796 -1.639782 -4.254077
C: -0.454255 -2.091695 -4.208002
C: 1.667557 -1.334982 -3.175427
Se: 1.093645 -1.542256 -1.405795
H: 4.877371 -0.672910 -3.229678
H: 3.835429 -0.815101 -1.787471
H: 3.878505 0.711475 -2.697860
H: 3.671723 -0.464555 -5.547272
H: 1.224386 -1.466557 -6.366427
H: -0.792611 -2.218078 -5.233158
H: -1.059763 -1.348403 -3.690199
H: -0.511867 -3.041418 -3.680894
O: 3.029810 3.105908 -2.991007
N: 2.183112 3.203064 -2.145910
O: 1.384303 4.080563 -1.948929
O: 2.143149 2.144674 -1.252029
C: -2.072790 3.164527 1.706435
Sb: -0.078367 3.147634 1.015967
C: 0.989744 3.292480 2.841196
C: 0.145393 5.174261 0.428260
H: -2.143480 3.959808 2.446386
H: -2.287027 2.204312 2.166535
H: -2.758742 3.355232 0.890006
H: 0.928074 4.320862 3.195115
H: 2.030817 3.022611 2.676446
H: 0.549529 2.615131 3.565687
H: -0.259820 5.774836 1.239781
H: -0.382393 5.386998 -0.496493
H: 1.200232 5.396746 0.292737

Force components x, y, z for each atom (eV/Å):
Mo -0.5178 0.3652 -1.1252
O 0.1975 -0.1170 0.0407
C 0.2072 -0.0776 0.0934
O -0.0747 0.3343 -0.0127
C -0.0537 -0.0558 -0.1091
O -0.0011 -0.3585 -0.3550
C -0.3242 0.4603 0.3119
C -0.5154 -0.0283 0.1490
O 0.3990 -0.2658 0.1572
O 0.3528 -0.5615 0.0531
H -0.0782 0.0046 -0.0221
H -0.0259 0.0929 0.0286
H -0.0356 -0.0003 0.0649
H 0.0719 0.0198 -0.1004
H -0.0351 0.0821 0.0281
Cl 0.0573 -0.0075 0.0218
C -0.1163 -0.1077 -0.1852
Cl -0.0867 -0.0916 -0.0802
Cl 0.0547 -0.0058 0.0757
C -0.3119 -0.2411 -0.1005
O 0.1326 0.2919 -0.0311
O 0.2050 0.1017 0.4516
Se -0.0893 0.1366 -0.0187
C -0.1466 -0.1663 0.0203
N 0.0396 0.0617 0.0070
C -0.0715 -0.0461 0.0686
N -0.2841 -0.1557 0.0521
C -0.0752 -0.0121 -0.1121
C 0.0866 0.0402 -0.0262
N 0.2689 0.1187 0.1233
C -0.0132 0.0011 -0.0145
C -0.0193 -0.0219 -0.1669
Se 0.1457 -0.0122 0.3299
H 0.0249 0.0213 0.0306
H 0.0430 0.0430 -0.0313
H 0.0247 0.0462 0.0170
H 0.0204 0.0033 -0.0472
H 0.0260 0.0097 -0.0493
H -0.0423 0.0024 0.0226
H -0.0295 -0.0664 0.0019
H -0.0433 0.0227 0.0039
O -0.3546 0.1308 0.4557
N -0.3996 -0.2830 -0.1793
O 0.5207 -0.2340 -0.1992
O 0.7148 0.5806 0.2279
C -0.0525 -0.0637 0.0212
Sb 0.2847 -0.2595 0.1543
C 0.0671 0.0954 0.0033
C -0.0418 -0.0060 -0.0458
H -0.0344 0.0445 0.0314
H 0.0370 0.0458 -0.0365
H -0.0607 0.0526 -0.0729
H 0.0018 0.0063 0.0281
H 0.0014 0.0256 0.0057
H -0.0327 -0.0472 0.0131
H -0.0321 0.0694 0.0414
H -0.0060 -0.0112 -0.0178
H 0.0199 -0.0068 0.0039

---

Computed, not measured: an isolated molecule of C9H10N2, with the ωB97M-V functional and the def2-TZVPD basis.

Its total charge is 0. The HOMO-LUMO gap comes out at 9.95 eV. The SMILES is c1cnc2c(c1)[C@H]1CC[C@@H]2N1. Its HOMO energy is -9.14 eV. The calculation puts the energy relative to the best compared isomer or geometry (same formula, charge and spin) at 80.3 kcal per mole. For the LUMO energy, the calculation gives 0.8 eV.

Element x y z (Å)
C: 0.734599 -2.493476 0.277132
C: 1.934781 -1.790380 0.304874
N: 2.120091 -0.487810 0.153335
C: 0.885951 0.129084 -0.167223
C: -0.247093 -0.587356 -0.551636
C: -0.425060 -1.923745 -0.144387
C: -1.426666 0.489674 -0.672291
C: -1.937444 1.084519 0.719481
C: -0.623086 1.737406 1.168170
C: 0.342490 1.578324 -0.216927
N: -0.564662 1.567465 -1.320600
H: 0.816018 -3.499957 0.816983
H: 2.827003 -2.363458 0.671530
H: -1.527444 -2.325738 -0.214541
H: -2.101663 0.176512 -1.337200
H: -2.438373 0.442270 1.325150
H: -2.657872 1.870684 0.288116
H: -0.246776 1.128960 2.128500
H: -0.853618 2.764334 1.628633
H: 1.132969 2.419525 -0.320401
H: -1.269075 2.484982 -1.119060

Force components x, y, z for each atom (eV/Å):
C 0.3544 -2.9136 1.6170
C 1.6077 -0.2557 1.0362
N -3.1974 1.5772 -0.4261
C 0.6465 -0.7765 -1.0504
C -2.0190 1.0405 2.4140
C -2.0914 0.9065 -1.3082
C 3.9794 -0.6341 0.9464
C 1.6227 2.8244 -5.1031
C 0.5853 -0.5910 2.4567
C 3.0873 2.4035 2.4681
N -4.3962 2.2474 2.0395
H -0.4611 1.2771 -1.3163
H -0.7387 0.6268 -0.6041
H 2.5941 0.2543 0.3964
H -3.1081 -1.1826 -2.2900
H -1.1749 -1.9057 1.8682
H 0.6654 -0.9335 1.1715
H -0.2559 1.1977 -2.3196
H 0.8669 -1.1166 -1.2534
H -1.2277 -1.4635 0.4174
H 2.6606 -2.5828 -1.1599

---

Sequential DFT total energy output: -155342.3055; -10953.5602; -218996.8584; -12472.1330 eV
Sequential largest force on an atom output: 3.19; 1.46; 1.29; 6.05 eV Å⁻¹